Record 1
The following is a quantum chemistry calculation of a structure of composition C24H52CrF12N6O19S4V2 at a distorted geometry, from the OMol25 dataset.

Calculated values
Multiplicity ... 11
Gap between HOMO and LUMO (alpha / beta) ... 6.45 / 4.55 eV
⟨S²⟩ ... 30.06
Total charge ... 0

Structure (XYZ):
```
120
Properties=species:S:1:pos:R:3:mulliken_charge:R:1
Cr 3.23 0.98 -0.99 0.17
O 0.00 -2.12 0.24 -0.42
V -0.29 -2.00 -1.37 0.97
O 0.70 -3.02 -2.10 -0.41
O -4.20 -1.92 -1.05 -1.12
V -4.01 -0.35 -1.24 0.88
O -4.55 0.25 -2.64 -0.86
C -5.18 -0.21 3.22 0.29
F -5.85 0.88 3.48 -0.15
F -4.58 -0.71 4.28 -0.18
F -6.02 -1.11 2.73 -0.19
S -3.84 0.06 1.91 0.55
O -2.85 0.88 2.58 -0.66
O -3.39 -1.24 1.54 -0.41
N -4.62 0.72 0.50 -0.18
S -4.71 2.30 0.58 0.94
O -4.76 2.83 1.93 -0.62
O -3.79 2.91 -0.34 -0.81
C -6.44 2.66 -0.07 0.36
F -7.35 2.14 0.76 -0.21
F -6.66 3.95 -0.24 -0.20
F -6.57 2.06 -1.26 -0.19
C 4.26 -2.82 0.71 0.57
F 3.09 -3.39 0.47 -0.12
F 4.96 -3.45 1.61 -0.19
F 4.92 -2.87 -0.45 -0.22
S 4.02 -1.04 1.17 1.06
O 2.60 -0.79 1.06 -1.51
O 4.54 -0.84 2.50 -0.64
N 4.81 -0.12 0.00 0.20
S 6.27 0.09 0.58 0.80
O 6.49 1.16 1.51 -0.64
O 6.86 -1.19 0.89 -0.65
C 7.15 0.69 -1.04 0.59
F 8.09 -0.15 -1.44 -0.26
F 6.31 0.84 -2.06 -0.23
F 7.73 1.84 -0.78 -0.26
O -1.78 -0.36 -1.39 1.23
C -1.32 0.95 -1.35 0.26
C 0.22 1.08 -1.67 -0.80
O 1.21 0.19 -1.29 0.50
H -1.48 1.27 -0.31 -0.73
H -1.84 1.62 -2.03 0.49
H 0.51 2.04 -1.23 -0.28
H 0.33 1.24 -2.76 0.47
C -3.55 -6.57 1.64 -0.76
O -3.76 -5.22 1.38 -0.38
C -2.61 -4.47 1.07 0.48
C -2.11 -4.83 -0.37 -0.91
N -2.15 -3.65 -1.26 0.55
C -2.34 -4.13 -2.63 -0.91
C -2.42 -3.03 -3.66 -0.87
O -1.31 -2.19 -3.57 -0.04
C -1.02 -1.44 -4.73 -0.81
H -3.13 -6.74 2.64 0.26
H -2.90 -7.02 0.87 0.32
H -4.45 -7.18 1.55 0.29
H -1.86 -4.85 1.77 0.30
H -2.70 -3.39 1.14 -0.49
H -2.89 -5.52 -0.68 0.65
H -1.13 -5.31 -0.37 0.29
H -2.97 -3.07 -1.02 -0.08
H -3.26 -4.72 -2.67 0.54
H -1.59 -4.89 -2.87 0.46
H -3.33 -2.43 -3.57 0.28
H -2.53 -3.50 -4.65 0.49
H -0.09 -0.89 -4.57 0.03
H -1.87 -0.79 -4.93 0.36
H -0.86 -2.02 -5.64 0.31
C -0.38 -1.14 3.21 -0.89
C 0.23 0.30 3.30 1.00
C 1.56 0.35 4.05 -1.04
O 1.93 1.69 3.97 -0.16
C 3.05 1.93 4.82 -0.81
N 0.43 0.93 2.02 1.38
H 0.35 -1.71 2.65 0.09
H -1.31 -1.21 2.65 -0.18
H -0.43 -1.52 4.23 0.59
H -0.39 0.96 3.90 -0.16
H 2.35 -0.27 3.61 0.21
H 1.32 -0.07 5.04 0.48
H 2.80 1.71 5.87 0.34
H 3.47 2.93 4.83 0.27
H 3.85 1.29 4.43 0.24
H 1.01 0.35 1.39 -0.03
H -0.46 0.94 1.51 -0.57
C 4.38 2.68 -4.81 -1.54
C 3.55 1.84 -3.85 0.63
C 3.86 0.37 -4.06 -1.20
O 3.79 -0.33 -2.83 0.48
C 3.42 -1.70 -3.00 -0.83
N 3.87 2.44 -2.50 -0.54
H 4.39 2.27 -5.84 0.38
H 5.46 2.71 -4.65 0.42
H 4.13 3.73 -5.02 0.41
H 2.45 1.90 -3.83 0.01
H 4.87 0.25 -4.48 0.46
H 3.28 -0.04 -4.90 0.53
H 4.31 -2.13 -3.47 0.33
H 2.62 -1.95 -3.71 0.29
H 3.21 -2.20 -2.07 0.01
H 4.85 2.68 -2.43 0.21
H 3.51 3.39 -2.57 0.31
C -2.49 4.45 3.56 -1.90
C -1.65 3.50 2.68 2.65
C -1.40 4.12 1.32 -0.58
O -0.19 3.63 0.76 -0.32
C -0.04 4.17 -0.55 -0.81
N -0.42 3.23 3.44 -0.15
H -2.96 3.99 4.42 0.35
H -3.26 5.02 3.02 0.33
H -1.80 5.25 3.86 0.64
H -2.24 2.59 2.56 -1.66
H -1.45 5.21 1.35 0.52
H -2.23 3.81 0.66 0.33
H -0.75 4.93 -0.88 0.44
H 0.01 3.41 -1.33 0.43
H 0.97 4.60 -0.58 0.34
H -0.61 2.59 4.21 0.38
H -0.18 4.05 3.99 0.36
```

Record 2
The following is a quantum chemistry calculation of a structure of composition C24H53GeN3O11PTeTi, from the OMol25 dataset.

Calculated values
Multiplicity ... 4
Gap between HOMO and LUMO (alpha / beta) ... 6.04 / 5.98 eV
Relative energy (zero: lowest compared OMol25 entry of this formula, charge and spin) ... 73.5 kJ/mol
⟨S²⟩ ... 3.76
Total charge ... 0

Structure (XYZ):
```
95
Properties=species:S:1:pos:R:3:mulliken_charge:R:1
Ti -0.02 -0.37 0.28 -0.13
C 3.57 -1.91 1.34 -0.53
N 3.81 -1.70 -0.08 0.40
C 4.78 -2.65 -0.61 -0.96
C 2.68 -1.45 -0.89 -0.28
O 1.46 -1.57 -0.35 0.61
C 2.88 -0.76 -2.18 -1.54
O 2.47 0.63 -2.22 -0.27
C 3.18 1.45 -1.34 -2.04
C 2.39 1.72 -0.06 0.66
O 1.35 1.10 0.17 1.41
N 2.82 2.66 0.78 0.77
C 2.05 2.94 1.99 -1.22
C 4.09 3.35 0.65 -1.16
H 4.53 -1.89 1.86 0.42
H 3.09 -2.87 1.54 0.25
H 2.94 -1.12 1.73 -0.11
H 5.73 -2.53 -0.09 0.33
H 4.95 -2.48 -1.67 0.33
H 4.43 -3.69 -0.48 0.24
H 2.29 -1.21 -2.98 0.27
H 3.93 -0.82 -2.46 0.60
H 3.34 2.40 -1.86 0.67
H 4.15 1.03 -1.08 0.62
H 1.01 2.69 1.81 0.03
H 2.13 4.00 2.22 0.44
H 2.42 2.35 2.83 0.30
H 4.54 3.18 -0.32 0.46
H 4.79 3.00 1.42 0.34
H 3.94 4.42 0.78 0.30
C -2.81 0.03 2.50 -1.91
C -2.28 1.36 1.97 1.93
C -1.45 2.07 3.02 -1.42
C -3.46 2.25 1.59 -2.10
O -1.45 1.10 0.81 0.19
Ge -1.90 1.88 -0.93 -0.91
O -0.95 0.27 -1.49 1.84
C -1.30 -0.30 -2.77 1.53
C -2.82 -0.40 -2.92 -1.94
C -0.73 -1.71 -2.88 -1.45
C -0.69 0.61 -3.84 -1.44
O -0.44 2.98 -0.89 0.19
C -0.33 4.29 -1.43 1.50
C -1.50 4.66 -2.34 -1.82
C 0.97 4.33 -2.23 -1.40
C -0.25 5.27 -0.26 -1.48
H -3.50 0.21 3.33 0.60
H -3.33 -0.51 1.71 0.30
H -1.97 -0.57 2.86 0.09
H -2.06 2.26 3.91 0.50
H -0.60 1.47 3.33 0.03
H -1.09 3.03 2.63 0.26
H -4.02 2.49 2.50 0.47
H -3.12 3.19 1.15 0.38
H -4.13 1.75 0.89 0.49
H -3.23 -0.93 -2.06 0.28
H -3.28 0.59 -2.99 0.38
H -3.06 -0.95 -3.83 0.47
H -1.26 -2.38 -2.21 0.20
H -0.85 -2.07 -3.90 0.54
H 0.32 -1.72 -2.62 -0.12
H -1.12 1.61 -3.77 0.16
H 0.38 0.69 -3.70 0.08
H -0.90 0.22 -4.84 0.45
H -1.58 3.96 -3.17 0.35
H -2.45 4.64 -1.79 0.43
H -1.36 5.66 -2.75 0.45
H 0.95 3.57 -3.01 0.29
H 1.11 5.31 -2.69 0.51
H 1.81 4.13 -1.56 0.18
H -1.17 5.23 0.32 0.27
H 0.58 5.00 0.39 0.14
H -0.10 6.30 -0.62 0.40
O 1.13 -0.13 4.12 -0.56
N 1.30 -0.21 2.92 -0.21
O 0.28 -0.71 2.28 -0.19
C -3.43 -6.23 -0.61 -1.36
C -2.13 -5.76 -0.03 -0.05
O -2.16 -4.32 0.01 -0.23
P -0.89 -3.50 0.51 0.94
O -1.25 -2.07 0.29 -0.85
Te 1.11 -4.24 -0.61 0.04
O -0.65 -3.89 2.02 -0.29
C -1.57 -3.43 3.05 0.19
C -2.19 -4.62 3.73 -1.43
H -3.44 -7.32 -0.66 0.42
H -3.56 -5.84 -1.62 0.31
H -4.27 -5.90 0.00 0.30
H -1.28 -6.08 -0.64 0.19
H -1.98 -6.14 0.99 0.27
H -2.32 -2.78 2.61 0.08
H -0.96 -2.83 3.73 0.33
H -2.83 -5.18 3.05 0.25
H -2.80 -4.29 4.57 0.43
H -1.42 -5.30 4.11 0.33
```

Record 3
The following is a quantum chemistry calculation of a cluster of 6 separate species, C24H53N2O16P3 in total at a distorted geometry, from the OMol25 dataset.

Calculated values
Gap between HOMO and LUMO ... 3.11 eV
Relative energy (zero: lowest compared OMol25 entry of this formula, charge and spin) ... 725.7 kJ/mol
Total charge ... 0

Structure (XYZ):
```
98
Properties=species:S:1:pos:R:3:mulliken_charge:R:1
O -1.02 0.26 -1.14 -0.54
H -1.53 -0.26 -0.51 0.46
H -0.95 -0.10 -2.03 0.41
H -0.12 0.32 -0.81 0.44
C 2.49 -1.99 -7.10 -1.70
C 2.57 -0.99 -5.88 1.25
C 3.85 -0.04 -6.04 -1.00
C 3.55 1.03 -7.09 -0.77
C 2.37 1.87 -6.72 -1.15
C 1.04 1.01 -6.60 1.39
N 1.30 -0.18 -5.76 0.47
O 0.16 -0.99 -5.43 -0.88
C 0.63 0.66 -8.06 -1.63
C 0.06 1.99 -5.92 -1.73
C 2.94 -1.77 -4.59 -1.72
H 2.47 -1.46 -8.05 0.33
H 1.58 -2.58 -7.13 0.35
H 3.32 -2.69 -6.98 0.45
H 4.60 -0.67 -6.52 0.45
H 4.11 0.43 -5.10 0.39
H 3.48 0.62 -8.09 0.35
H 4.37 1.75 -7.19 0.34
H 2.22 2.59 -7.51 0.47
H 2.69 2.41 -5.83 0.36
H 0.30 1.54 -8.61 0.40
H -0.18 -0.07 -8.00 0.37
H 1.46 0.19 -8.59 0.28
H 0.10 2.93 -6.46 0.39
H 0.22 2.18 -4.85 0.32
H -0.95 1.59 -6.02 0.36
H 2.68 -1.19 -3.71 0.37
H 3.99 -2.01 -4.49 0.40
H 2.51 -2.77 -4.48 0.34
C -2.75 1.18 7.12 -0.31
C -1.56 1.69 6.58 -0.53
C -0.65 2.25 7.42 -0.20
C -0.92 2.43 8.79 0.01
C -2.18 2.07 9.29 -0.26
C -3.07 1.40 8.49 -0.48
N 0.07 3.07 9.68 0.91
O 1.17 3.41 9.24 -0.56
O -0.19 3.12 10.91 -0.57
H -3.48 0.70 6.49 0.38
H -1.44 1.52 5.52 0.38
H 0.28 2.62 7.00 0.44
H -2.33 2.23 10.35 0.43
H -3.97 1.01 8.95 0.36
C 3.40 -6.38 3.86 -0.62
O 2.96 -5.26 3.14 -0.36
P 1.69 -4.38 3.66 1.05
O 1.19 -3.29 2.75 -0.67
O 0.64 -5.56 3.94 -0.27
C -0.76 -5.35 4.05 -0.70
O 2.14 -3.93 5.12 -0.26
C 2.94 -2.78 5.17 -0.72
H 4.28 -6.04 4.40 0.26
H 3.62 -7.25 3.23 0.28
H 2.70 -6.84 4.56 0.30
H -1.27 -5.95 3.30 0.26
H -1.09 -4.31 4.05 0.30
H -1.16 -5.69 5.00 0.29
H 2.58 -2.29 6.08 0.24
H 2.82 -2.15 4.29 0.36
H 3.98 -2.91 5.47 0.27
C 0.98 6.64 1.56 -0.71
O 1.33 5.41 1.02 -0.34
P 2.87 4.87 0.91 1.08
O 2.98 3.50 0.35 -0.69
O 3.76 6.03 0.09 -0.31
C 4.84 5.64 -0.76 -0.77
O 3.36 4.99 2.42 -0.29
C 4.75 4.59 2.58 -0.70
H 0.29 6.63 2.41 0.29
H 0.42 7.20 0.82 0.30
H 1.78 7.26 1.97 0.29
H 4.76 4.62 -1.14 0.36
H 5.86 5.59 -0.40 0.31
H 4.93 6.31 -1.61 0.30
H 4.84 4.24 3.61 0.27
H 5.40 5.44 2.35 0.27
H 5.08 3.76 1.97 0.34
C -6.33 -3.78 -2.36 -0.54
O -6.52 -3.94 -0.96 -0.29
P -6.73 -2.57 -0.06 1.01
O -5.43 -1.92 0.29 -0.69
O -7.57 -3.02 1.29 -0.35
C -8.91 -3.51 1.24 -0.60
O -7.65 -1.56 -0.92 -0.28
C -7.18 -0.72 -1.93 -0.81
H -5.69 -4.58 -2.76 0.27
H -6.00 -2.78 -2.64 0.25
H -7.29 -3.85 -2.87 0.25
H -8.89 -4.45 1.79 0.25
H -9.18 -3.76 0.21 0.31
H -9.58 -2.78 1.69 0.24
H -6.12 -0.73 -2.19 0.37
H -7.46 0.31 -1.73 0.26
H -7.72 -1.02 -2.83 0.33
```